Record 1
Below is the molecule C2H5N at a distorted geometry, with properties calculated with wB97M-V/def2-TZVPD.

## Properties
structure (SMILES)	C1CN1
HOMO energy	-9.89	eV
HOMO-LUMO gap	0.4111	hartree
DFT total energy	-133.87620	Ha

Atoms and positions in Å:
C1 -0.556 -0.322 -0.487
C2 0.513 0.515 -0.038
H1 -1.525 -0.145 -0.048
H2 -0.514 -0.944 -1.350
H3 -0.071 1.361 0.464
H4 1.424 0.766 -0.560
H5 0.265 -0.488 1.449
N1 0.466 -0.742 0.570

***

Record 2
Below is a cluster of 2 separate species, C6H12O in total, with properties calculated with wB97M-V/def2-TZVPD.

## Properties
structure (SMILES)	C=C(C)O.C=CC
HOMO energy	-8.56	eV
HOMO-LUMO gap	0.3510	hartree
DFT total energy	-311.00450	Ha

Atoms and positions in Å:
C1 -1.746 -0.646 0.092
C2 -1.233 -0.026 1.361
O1 0.109 -0.137 1.578
C3 1.626 -1.230 -1.177
C4 2.037 0.000 -0.869
C5 1.399 1.271 -1.344
C6 -2.000 0.599 2.253
H1 -1.294 -0.166 -0.786
H2 -2.831 -0.546 0.016
H3 -1.492 -1.713 0.050
H4 0.533 -0.556 0.813
H5 2.135 -2.113 -0.799
H6 0.773 -1.396 -1.834
H7 2.899 0.117 -0.210
H8 2.116 1.874 -1.913
H9 0.534 1.073 -1.986
H10 1.068 1.875 -0.491
H11 -3.069 0.689 2.097
H12 -1.566 1.029 3.150

***

Record 3
Below is a structure of composition C4H16FN8O4Y at a distorted geometry, with properties calculated with wB97M-V/def2-TZVPD.

## Properties
charge	+2
HOMO energy	-14.50	eV
HOMO-LUMO gap	0.0960	hartree
DFT total energy	-1038.65910	Ha

Atoms and positions in Å:
Y1 0.849 -0.672 -2.906
F1 0.163 -0.657 -0.715
C1 -0.956 2.472 -2.724
O1 -0.743 1.224 -2.650
N1 -1.376 3.051 -3.865
N2 -0.538 3.309 -1.754
H1 -1.274 4.052 -3.871
H2 -1.705 2.560 -4.678
H3 0.109 2.833 -1.140
H4 -0.254 4.227 -2.064
C2 2.651 1.401 1.634
O2 3.222 1.794 2.641
N3 3.050 1.702 0.360
N4 1.516 0.677 1.739
H5 2.757 1.172 -0.440
H6 3.902 2.246 0.372
H7 1.085 0.392 0.882
H8 1.226 0.424 2.668
C3 0.746 -4.102 1.472
O3 -0.139 -4.723 0.884
N5 0.821 -2.741 1.416
N6 1.651 -4.636 2.297
H9 1.460 -2.151 1.918
H10 0.339 -2.246 0.687
H11 1.442 -5.617 2.427
H12 2.482 -4.141 2.551
C4 -3.358 -0.150 0.504
O4 -4.448 0.165 0.924
N7 -2.691 -1.344 0.697
N8 -2.518 0.776 -0.070
H13 -3.282 -2.113 0.973
H14 -1.800 -1.464 0.268
H15 -1.565 0.550 -0.296
H16 -2.824 1.732 -0.139